Entry 1:
Computed, not measured: a cluster of 7 separate species, C22H30F6N4O19P in total at a distorted geometry, with ωB97M-V/def2-TZVPD.

```
! wB97M-V def2-TZVPD RIJCOSX def2/J DEFGRID3
* xyz 1 1
N 2.263 5.637 3.868
P 1.518 4.097 3.468
O 1.798 3.029 4.772
C 2.417 3.335 1.984
C 1.434 2.791 0.872
C 2.224 2.108 -0.313
N 3.178 3.177 -0.830
C 4.022 3.429 0.324
N 5.215 2.863 0.381
N 3.491 4.245 1.389
H 1.481 6.218 4.179
H 2.591 6.077 3.007
H 1.459 2.175 4.462
H 2.988 2.446 2.383
H 0.825 1.983 1.350
H 0.748 3.586 0.479
H 2.886 1.336 0.156
H 1.559 1.696 -1.115
H 2.638 4.046 -0.919
H 5.260 1.845 0.294
H 6.093 3.343 0.553
H 3.056 5.074 0.974
C 2.282 -2.902 -0.687
C 0.874 -2.398 -0.759
O 0.714 -1.734 0.483
C 1.951 -1.295 0.833
O 2.152 -0.470 1.669
O 2.922 -1.897 0.106
F -0.013 -3.419 -0.826
H 2.358 -3.866 -0.179
H 2.745 -2.984 -1.668
H 0.686 -1.696 -1.575
C 0.291 -5.395 2.220
C 0.700 -5.622 3.646
O 1.795 -6.513 3.522
C 2.363 -6.245 2.318
O 3.445 -6.603 1.990
O 1.537 -5.503 1.529
F -0.283 -6.232 4.348
H -0.395 -6.161 1.854
H -0.161 -4.416 2.065
H 1.021 -4.719 4.173
C 3.150 -6.454 -3.012
C 4.265 -6.644 -3.997
O 4.040 -5.600 -4.932
C 3.436 -4.602 -4.239
O 3.338 -3.480 -4.622
O 2.960 -5.038 -3.044
F 4.160 -7.831 -4.634
H 2.227 -6.951 -3.321
H 3.413 -6.794 -2.010
H 5.266 -6.543 -3.570
C 1.280 -0.137 -4.488
C 0.097 0.314 -5.293
O -0.953 0.311 -4.336
C -0.369 0.558 -3.139
O -0.955 0.889 -2.157
O 0.978 0.390 -3.190
F -0.199 -0.571 -6.268
H 1.359 -1.225 -4.430
H 2.220 0.262 -4.866
H 0.197 1.314 -5.722
C -3.875 2.371 -1.751
C -5.072 2.823 -2.534
O -6.103 2.816 -1.562
C -5.495 3.061 -0.371
O -6.065 3.389 0.619
O -4.151 2.892 -0.452
F -5.385 1.937 -3.510
H -3.796 1.283 -1.697
H -2.942 2.771 -2.144
H -4.979 3.824 -2.963
C -7.749 3.931 3.157
C -8.516 2.982 4.028
O -7.712 2.903 5.192
C -7.067 4.100 5.283
O -6.519 4.491 6.261
O -7.134 4.792 4.117
F -8.593 1.749 3.466
H -6.976 3.432 2.571
H -8.393 4.493 2.482
H -9.518 3.325 4.298
*
```

Output
gap between HOMO and LUMO: 0.224 Ha
F_max: 0.046 hartree/bohr


Entry 2:
Computed, not measured: a cluster of 6 separate species, C24H30F18O12 in total at a distorted geometry, with ωB97M-V/def2-TZVPD.

```
! wB97M-V def2-TZVPD RIJCOSX def2/J DEFGRID3
* xyz 0 1
C 3.294 -5.060 0.357
C 4.214 -5.326 -0.821
O 4.027 -6.691 -1.236
C 5.023 -7.533 -1.046
O 6.098 -7.278 -0.595
C 4.623 -8.959 -1.469
F 5.590 -9.479 -2.225
F 4.483 -9.738 -0.381
F 3.482 -8.994 -2.142
H 2.258 -5.280 0.085
H 3.289 -3.997 0.601
H 3.527 -5.692 1.212
H 5.238 -5.135 -0.520
H 3.899 -4.736 -1.676
C -0.347 5.417 -1.593
C -1.066 4.192 -2.133
O -0.139 3.152 -2.434
C 0.141 2.284 -1.492
O -0.320 2.239 -0.392
C 1.221 1.281 -1.961
F 2.076 1.005 -0.985
F 0.560 0.139 -2.269
F 1.870 1.680 -3.040
H 0.571 5.550 -2.165
H -0.114 5.319 -0.534
H -0.952 6.311 -1.735
H -1.570 4.454 -3.064
H -1.872 3.844 -1.484
C -0.547 -2.133 -4.291
C 0.468 -3.275 -4.371
O -0.097 -4.431 -3.743
C 0.693 -5.488 -3.673
O 1.806 -5.566 -4.086
C -0.015 -6.686 -3.011
F -1.323 -6.468 -2.860
F 0.139 -7.765 -3.780
F 0.509 -6.937 -1.810
H -1.079 -2.047 -5.242
H -0.025 -1.179 -4.225
H -1.230 -2.227 -3.457
H 1.377 -2.951 -3.867
H 0.704 -3.509 -5.406
C 0.906 9.338 4.512
C 1.292 8.556 3.273
O 0.490 7.372 3.248
C 0.825 6.433 2.395
O 1.628 6.527 1.515
C 0.009 5.149 2.645
F 0.403 4.184 1.828
F 0.125 4.719 3.905
F -1.288 5.406 2.403
H 1.252 10.365 4.438
H 1.360 8.860 5.378
H -0.180 9.332 4.584
H 2.360 8.336 3.227
H 1.105 9.116 2.351
C -3.461 2.964 1.304
C -4.040 1.658 0.802
O -5.346 1.493 1.424
C -5.753 0.254 1.627
O -5.199 -0.760 1.332
C -7.080 0.204 2.411
F -7.961 -0.555 1.738
F -6.882 -0.349 3.606
F -7.627 1.405 2.569
H -3.882 3.855 0.848
H -2.392 2.964 1.081
H -3.607 2.928 2.383
H -3.423 0.801 1.065
H -4.195 1.637 -0.277
C -0.328 0.926 2.788
C -0.288 -0.569 2.595
O -0.261 -0.968 1.214
C 0.579 -1.945 0.925
O 1.534 -2.275 1.558
C 0.194 -2.731 -0.346
F 1.295 -2.891 -1.090
F -0.237 -3.950 0.015
F -0.765 -2.147 -1.063
H 0.537 1.474 2.417
H -0.418 1.135 3.857
H -1.212 1.396 2.350
H -1.172 -1.012 3.051
H 0.615 -0.941 3.071
*
```

Output
gap between HOMO and LUMO: 0.413 Ha
SMILES: CCOC(=O)C(F)(F)F.CCOC(=O)C(F)(F)F.CCOC(=O)C(F)(F)F.CCOC(=O)C(F)(F)F.CCOC(=O)C(F)(F)F.CCOC(=O)C(F)(F)F
F_max: 0.026 hartree/bohr


| no. | LUMO energy (eV) |
| --- | --- |
| 1 | -5.1 |
| 2 | 0.3 |